The following is a quantum chemistry calculation of C6H6N2S in the gas phase at a distorted geometry, from OMol25.

Values from the calculation:
E: -739.88875 hartree
lowest unoccupied orbital energy: 0.68 eV
SMILES: Cc1ncn2ccsc12
energy above the lowest of the compared OMol25 structures with the same formula, charge and spin: 5.8 kcal/mol
HOMO: -0.264 Ha
HOMO-LUMO gap: 7.9 eV

Geometry as ORCA input:
```
! RIJCOSX wB97M-V def2-TZVPD def2/J DEFGRID3
* xyz 0 1
C -1.1327 -1.0251 -2.2375
C -0.6514 -0.8212 -0.8562
N -0.8013 -1.6152 0.1789
C -0.2716 -1.0987 1.2717
N 0.2761 0.1204 1.0468
C 0.9897 1.0304 1.7858
C 1.4209 2.0623 1.0393
S 0.9200 1.9552 -0.6225
C 0.1393 0.4657 -0.2633
H -0.9237 -2.0483 -2.5446
H -2.2124 -0.8757 -2.3031
H -0.6388 -0.3406 -2.9203
H -0.2775 -1.5799 2.2258
H 1.1538 0.8758 2.8356
H 2.0096 2.8950 1.3637
*
```

Mulliken atomic charge list, values in e, 6 entries: -1.062, 0.670, -0.599, -0.217, 0.070, -0.540